(1)
65
Properties=species:S:1:pos:R:3:nbo_charge:R:1 method="wB97M-V/def2-TZVPD" e_tot_ha=-5030.9508 e_homo_ev=-4.890 homo_lumo_gap_ev=6.95 e_lumo_ev=2.06 spin_multiplicity=1 total_charge=-1
C -4.61004 -0.08325 -6.65541 -0.6578
C -4.42989 0.84069 -7.91243 -0.3282
I -4.44819 -0.32177 -9.78871 0.0603
C -3.27431 1.92240 -7.80404 -0.1471
I -3.00614 2.86911 -9.78569 0.0617
N -1.97538 1.52463 -7.31249 -0.8295
C -1.54270 2.09880 -6.04481 -0.1800
Br -2.70319 1.76330 -4.47616 -0.0712
C -1.32229 3.68651 -6.18219 0.7135
O -0.37800 4.01883 -6.91688 -0.7256
O -2.10224 4.49993 -5.57903 -0.7629
P -1.39495 -0.03550 -7.71771 1.3003
O -0.53804 -0.68963 -6.41317 -0.9947
Cl 0.13562 0.24301 -9.19670 -0.3830
H -3.77045 -0.79287 -6.47149 0.2266
H -4.89653 0.52478 -5.75854 0.2419
H -5.51501 -0.72389 -6.87352 0.2168
H -5.38832 1.42764 -7.98399 0.2303
H -3.66629 2.76015 -7.16038 0.2807
H -0.52719 1.69760 -5.78325 0.2445
H 0.28361 -1.09906 -6.74880 0.5057
C -0.51555 -1.07043 2.58507 -0.6144
C -0.22272 -0.63767 1.15408 -0.2120
N -1.41818 -0.45786 0.34894 -0.4567
C -1.14184 -0.34449 -1.08036 -0.2090
C -0.32858 0.85857 -1.55552 -0.6360
C -2.40794 0.47452 0.86831 -0.2147
C -1.95971 1.91102 1.14696 -0.6379
H -1.14482 -1.96305 2.60682 0.2093
H 0.41947 -1.30695 3.09998 0.2018
H -1.01078 -0.28167 3.15593 0.2001
H 0.39011 -1.42286 0.70011 0.1938
H 0.39785 0.26944 1.17621 0.1584
H -2.08675 -0.37105 -1.63235 0.2019
H -0.61452 -1.25367 -1.39149 0.1830
H -0.91476 1.77640 -1.53555 0.2123
H -0.01949 0.70460 -2.59234 0.2244
H 0.57837 1.00735 -0.96511 0.1923
H -2.80844 0.05972 1.79993 0.1819
H -3.26963 0.49905 0.19485 0.2011
H -1.01418 1.95633 1.69101 0.1980
H -2.71101 2.41445 1.76202 0.2053
H -1.86146 2.49127 0.23031 0.2147
C 1.32272 -2.31241 6.82259 -0.6160
C 2.73361 -1.88065 7.20133 -0.2127
N 3.72953 -2.21552 6.19629 -0.4541
C 5.09970 -2.08560 6.67510 -0.2046
C 5.58935 -0.69064 7.06770 -0.6348
C 3.48512 -1.70337 4.85512 -0.2174
C 3.31804 -0.19176 4.68659 -0.6385
H 1.29004 -3.37462 6.57091 0.2110
H 0.64605 -2.14612 7.66374 0.2100
H 0.93492 -1.74218 5.97564 0.2053
H 2.98880 -2.39714 8.13220 0.1928
H 2.72765 -0.80605 7.43163 0.1580
H 5.78229 -2.50151 5.92663 0.1913
H 5.21212 -2.74081 7.54648 0.1854
H 5.77196 -0.06490 6.19443 0.2018
H 6.54018 -0.77294 7.60207 0.2080
H 4.88979 -0.17563 7.72840 0.2039
H 2.58268 -2.18716 4.46724 0.1927
H 4.27995 -2.04652 4.18608 0.1969
H 2.64579 0.24121 5.42960 0.2034
H 2.89085 0.01951 3.70256 0.2164
H 4.27329 0.33041 4.73520 0.2011

***

(2)
66
Properties=species:S:1:pos:R:3:nbo_charge:R:1 method="wB97M-V/def2-TZVPD" e_tot_ha=-2800.2512 e_homo_ev=-6.523 homo_lumo_gap_ev=3.05 e_above_lowest_kcal_mol=258.6 e_lumo_ev=-3.48 spin_multiplicity=1 total_charge=0
Ca 1.18213 -0.63459 0.87525 1.4485
C 0.26238 -6.80245 -1.90535 -0.7218
C 0.66028 -5.35368 -1.56693 0.7504
O -0.14246 -4.45163 -1.89647 -0.7859
O 1.74118 -5.10682 -0.97555 -0.7961
H 1.10167 -7.30851 -2.38243 0.2086
H -0.64227 -6.88816 -2.50728 0.2067
H 0.03242 -7.27633 -0.95106 0.2121
C -2.94551 -4.24679 3.79252 -0.6247
C -1.94966 -3.66342 4.84660 0.0756
C -1.12318 -4.80061 5.39133 -0.6241
O -1.10238 -2.65210 4.38480 -0.7156
H -3.66112 -3.47539 3.50801 0.1985
H -3.57274 -5.05820 4.16172 0.1986
H -2.33914 -4.54215 2.93626 0.2112
H -2.53711 -3.24327 5.66298 0.1436
H -1.84512 -5.55971 5.69246 0.1861
H -0.54930 -4.43017 6.24076 0.2035
H -0.58459 -5.28257 4.57540 0.2047
C 5.51928 3.76410 2.81028 -0.6429
C 4.94853 2.38948 2.44131 -0.0757
C 5.20609 1.37321 3.57310 -0.0707
O 4.60458 0.07491 3.22958 -0.5608
C 4.77920 -0.87854 4.30526 -0.2549
N 3.52158 2.47829 2.30331 -0.8470
H 5.46841 4.46200 1.97455 0.2240
H 6.59133 3.72038 3.00239 0.2201
H 5.16925 4.13775 3.77255 0.2142
H 5.33524 1.99228 1.50281 0.1994
H 4.90213 1.81427 4.52240 0.1677
H 6.28763 1.33509 3.70320 0.1816
H 5.80824 -1.22403 4.40430 0.1778
H 4.15566 -1.76945 4.23054 0.2028
H 4.52823 -0.35055 5.22523 0.1709
H 3.31975 3.30470 1.75888 0.3582
H 3.12442 2.66514 3.21295 0.3551
C -6.90207 4.00691 0.61990 -0.4266
C -6.06162 5.34034 0.71908 -0.3994
C -4.68053 5.01809 0.08056 -0.6655
S -4.53000 3.23115 -0.41926 2.1063
O -3.25632 2.71044 0.00996 -0.9364
O -4.93385 3.05345 -1.82847 -0.9226
C -5.98785 2.79296 0.67179 -0.6217
H -7.51225 3.96784 -0.28246 0.2225
H -7.76017 3.93062 1.28769 0.2330
H -5.82507 5.44794 1.77764 0.2040
H -6.55941 6.24030 0.35800 0.2333
H -3.95400 5.26158 0.85578 0.2371
H -4.40068 5.69864 -0.72358 0.2502
H -5.57658 2.70582 1.67745 0.2274
H -6.44934 1.86376 0.33756 0.2587
C 1.15099 -1.07043 -7.37194 -0.4133
C 0.28691 0.17944 -7.65527 -0.4161
C 0.34820 0.89766 -6.31214 -0.6479
S 2.08309 0.78353 -5.68580 2.1285
O 2.00990 0.45708 -4.29908 -0.9603
O 2.94166 1.88267 -6.11859 -0.9379
C 2.48860 -0.69422 -6.73469 -0.6347
H 1.38096 -1.67227 -8.25114 0.2275
H 0.51099 -1.64205 -6.69982 0.2176
H -0.72307 0.04480 -8.04244 0.2356
H 0.74766 0.65433 -8.52146 0.2125
H -0.17027 0.26588 -5.59093 0.2369
H -0.06339 1.90007 -6.19438 0.2525
H 2.93138 -1.40846 -6.04050 0.2569
H 3.21138 -0.36037 -7.47916 0.2419

***

(3)
75
Properties=species:S:1:pos:R:3:lowdin_charge:R:1 method="wB97M-V/def2-TZVPD" e_tot_ha=-8392.7347 e_homo_ev=-8.451 homo_lumo_gap_ev=8.74 e_lumo_ev=0.29 spin_multiplicity=1 smiles=COCCCCC[C@H](F)OCCNN.ClCCl.ClCCl.ClCCl.ClCCl.ClCCl.ClCCl.ClCCl.ClCCl total_charge=0
C -0.06906 0.12428 1.01969 -0.1161
O -0.99013 0.97075 0.34124 -0.2376
C -0.98978 0.71844 -1.06624 -0.2325
C -1.89293 -0.51613 -1.52766 -0.1630
C -2.85140 -1.08310 -0.41751 -0.1918
C -3.23100 -2.61682 -0.68874 -0.1810
C -2.30553 -3.60134 0.13466 -0.0896
C -1.17281 -4.10754 -0.85200 -0.3728
F -1.58188 -5.28595 -1.50603 0.0033
O 0.05632 -4.32781 -0.20676 -0.0737
C 1.01983 -3.43110 -0.81281 -0.1931
C 2.47311 -3.78435 -0.34411 -0.1688
N 3.48656 -2.72468 -0.58304 -0.1506
N 3.15574 -1.81734 -1.60950 -0.0240
H 0.98600 0.22024 0.65753 0.0921
H -0.35611 -0.96610 0.94678 0.0803
H -0.10753 0.40280 2.10142 0.0882
H -1.31309 1.66856 -1.57386 0.0925
H 0.08121 0.54771 -1.37526 0.0784
H -1.22500 -1.27703 -1.99566 0.0556
H -2.55463 -0.13681 -2.35798 0.1080
H -2.43645 -1.05138 0.62363 0.0399
H -3.79926 -0.48333 -0.45197 0.0710
H -4.29304 -2.74727 -0.36746 0.0842
H -3.15334 -2.86131 -1.77564 0.1099
H -2.87346 -4.53115 0.41635 0.1241
H -1.88107 -3.14699 1.05799 0.0738
H -1.10083 -3.33240 -1.66026 0.1224
H 0.98632 -3.59696 -1.92783 0.1310
H 0.70219 -2.38325 -0.58528 0.1062
H 2.82297 -4.75684 -0.76568 0.1164
H 2.41565 -3.92386 0.77556 0.1256
H 3.68212 -2.19818 0.26153 0.0239
H 2.92095 -2.27535 -2.48086 0.0712
H 2.46597 -1.12084 -1.33164 0.0532
C 6.63713 -1.91242 0.62814 -1.0024
Cl 5.46419 -1.33425 1.82092 0.5356
Cl 6.95057 -0.68952 -0.60666 0.5223
H 7.56765 -2.14722 1.13726 0.0254
H 6.24040 -2.80342 0.14821 0.0176
C -6.74024 -0.94986 -0.95367 -1.0162
Cl -6.52283 0.70220 -0.37521 0.4977
Cl -6.00927 -1.16866 -2.54777 0.5258
H -6.26649 -1.63099 -0.25172 0.0120
H -7.80246 -1.16716 -1.02025 0.0267
C -5.00983 4.51900 -1.12830 -1.0090
Cl -3.60470 3.45416 -0.97882 0.5194
Cl -6.28217 4.05655 0.00529 0.4909
H -4.70547 5.54025 -0.91732 0.0268
H -5.39577 4.44924 -2.14137 0.0283
C -0.59605 0.78743 -4.84321 -1.0068
Cl -1.49588 -0.03801 -6.11986 0.5175
Cl 0.49338 -0.32208 -4.00229 0.5477
H -0.00924 1.58711 -5.28594 0.0299
H -1.30089 1.19882 -4.12522 0.0130
C -2.46472 -0.51462 4.09947 -1.0092
Cl -3.35686 0.26419 2.78902 0.5574
Cl -2.26235 -2.24601 3.80184 0.5345
H -1.48377 -0.05426 4.17885 0.0173
H -3.01254 -0.37868 5.02756 0.0273
C 5.38455 2.52239 1.03286 -1.0717
Cl 5.20111 3.20378 -0.58743 0.4927
Cl 4.25495 3.26261 2.17567 0.4916
H 5.19157 1.45390 0.98837 -0.0302
H 6.40171 2.70454 1.37809 -0.0951
C 8.04989 5.47576 2.33932 -0.9906
Cl 7.21777 6.27665 1.00335 0.5135
Cl 8.26239 3.74828 2.02252 0.5686
H 9.02740 5.93109 2.46954 0.0257
H 7.46098 5.59646 3.24414 0.0297
C -2.44980 3.93394 2.99307 -1.0353
Cl -2.73189 3.29499 4.61892 0.4932
Cl -2.99926 5.60840 2.85433 0.4998
H -1.38563 3.89375 2.77915 0.0300
H -2.99410 3.32412 2.27660 -0.0079

***

(4)
73
Properties=species:S:1:pos:R:3:lowdin_charge:R:1 method="wB97M-V/def2-TZVPD" e_tot_ha=-8560.0678 e_homo_ev=-11.373 homo_lumo_gap_ev=6.91 e_above_lowest_kcal_mol=0.0 e_lumo_ev=-4.46 spin_multiplicity=1 total_charge=+1
Cu -1.12150 -1.56546 0.06689 0.5019
Cu -0.13105 2.14918 -2.49886 0.6526
Cu -3.41434 2.53329 0.42654 0.6740
C -1.51372 1.03913 -0.51737 -0.9245
O -0.43531 0.49534 -0.92364 -0.0847
O -2.22391 0.52983 0.40904 -0.0566
O -1.92109 2.07941 -1.15595 -0.1194
C -1.70454 -2.27191 3.32768 -0.2905
O -1.92485 -2.13936 2.13147 -0.0096
N -1.26985 -1.32356 4.16226 -0.1759
C -0.98897 -1.61926 5.55373 -0.0357
C -1.04107 0.02152 3.70276 -0.0343
H -1.90235 -3.22602 3.83741 0.1485
H -0.01820 -1.18262 5.79781 0.0934
H -1.04759 -2.67487 5.79174 0.0913
H -1.69991 -1.09246 6.20074 0.0959
H -1.29754 0.13689 2.65406 0.0567
H -1.65812 0.70911 4.29133 0.1060
H 0.00066 0.31016 3.87470 0.0769
C -3.57870 4.08468 -3.41214 -0.3522
O -3.97537 3.78031 -4.51075 0.0275
N -2.47825 4.85393 -3.17920 -0.1967
C -1.70692 5.50934 -4.19546 -0.0464
C -2.10451 5.15423 -1.81078 -0.0773
H -4.07609 3.79426 -2.46957 0.1194
H -2.12280 5.23080 -5.16270 0.0950
H -0.64524 5.26475 -4.13392 0.0878
H -1.82650 6.59533 -4.14121 0.1002
H -1.70532 6.17200 -1.89204 0.0926
H -2.91339 5.14822 -1.08445 0.0833
H -1.23675 4.61157 -1.41146 0.0608
Cl -3.60206 -0.93452 -5.03399 0.5764
C -3.41614 0.16766 -3.64754 -0.6703
C -4.63542 0.21740 -2.77514 -0.6719
Cl -5.93441 1.30110 -3.29635 0.5979
H -3.10398 1.13980 -4.03332 0.0532
H -2.53679 -0.13172 -3.07008 0.0577
H -4.32198 0.57743 -1.78927 0.0432
H -5.03028 -0.77454 -2.56489 0.0754
Cl 1.01089 4.13450 3.18888 0.5686
C 1.02027 3.47568 1.53964 -0.6599
C 1.08802 1.97846 1.51028 -0.6428
Cl 2.45576 1.35587 2.47936 0.5964
H 1.82770 3.93670 0.97307 0.0776
H 0.10875 3.83361 1.05461 0.0589
H 1.21168 1.61197 0.49269 0.0436
H 0.22339 1.45947 1.90994 0.0358
C 3.55534 -6.29511 -1.46126 -0.0643
C 2.53241 -5.19349 -1.36868 -0.2300
O 2.73778 -4.53339 -0.07983 -0.1625
P 1.96481 -3.21160 0.22023 0.3707
O 0.52627 -3.18037 -0.07641 -0.2141
O 2.81081 -2.16585 -0.62579 -0.1719
C 2.61001 -0.75193 -0.42228 -0.2653
C 2.66630 -0.05752 -1.77345 -0.0621
O 2.24651 -2.86863 1.72965 -0.1570
C 3.57956 -3.02129 2.26230 -0.2394
C 3.70753 -2.16794 3.51001 -0.0658
H 3.33963 -7.08499 -0.74368 0.0833
H 3.57332 -6.73868 -2.45618 0.0851
H 4.54554 -5.88848 -1.25744 0.0844
H 2.63394 -4.46659 -2.17571 0.1206
H 1.51019 -5.57125 -1.37251 0.1218
H 1.65280 -0.57065 0.06541 0.0795
H 3.45208 -0.40430 0.17485 0.1088
H 1.76067 -0.28619 -2.33826 0.0699
H 2.90361 1.00105 -1.66280 0.0776
H 3.48349 -0.48373 -2.36111 0.0880
H 3.84756 -4.06087 2.45791 0.1229
H 4.31941 -2.72216 1.51344 0.1166
H 3.81315 -2.72164 4.44418 0.0763
H 4.62820 -1.57626 3.47147 0.0795
H 2.91679 -1.43476 3.65934 0.0479